This record from the OMol25 dataset describes a structure of composition C14H23BF6N2O7S2 in a non-equilibrium geometry. The level of theory is the ωB97M-V functional and the def2-TZVPD basis.

Computed properties:
Expectation value of S² = 0.7592
Multiplicity = 2
Charge = -1

Positions of all 55 atoms, in Å:
C 2.291 -1.747 3.866
C 2.996 -1.316 2.629
C 2.284 -1.218 1.118
B 1.873 -2.783 0.674
O 1.264 -3.097 -0.667
O 2.117 -3.971 1.543
C 0.900 -4.821 1.412
C 0.987 -0.218 1.158
C 1.370 1.315 0.678
C 2.292 2.134 1.808
C -0.085 2.141 0.670
N 1.903 1.422 -0.728
O 2.329 2.654 -1.047
C 2.872 0.332 -1.100
C 2.212 -0.521 -2.355
C 4.217 1.086 -1.750
C 3.429 -0.588 0.130
H 1.833 -1.019 4.682
H 2.226 -2.923 4.058
H 4.134 -0.976 2.739
H 1.910 -3.727 -1.110
H 0.989 -5.595 0.525
H 0.735 -5.441 2.413
H -0.093 -4.184 1.279
H 0.619 -0.114 2.287
H 0.058 -0.579 0.542
H 2.527 1.434 2.746
H 1.660 3.036 2.249
H 3.303 2.532 1.372
H -0.739 1.760 1.562
H 0.101 3.299 0.656
H -0.635 1.860 -0.345
H 2.086 0.261 -3.247
H 1.123 -0.925 -2.115
H 2.924 -1.364 -2.778
H 3.996 1.618 -2.768
H 4.980 0.202 -1.997
H 4.779 1.762 -0.960
H 3.983 -1.520 -0.370
H 4.273 -0.044 0.772
C -4.326 -0.301 0.303
F -3.366 -0.518 1.248
F -4.125 -1.241 -0.670
F -5.519 -0.626 0.887
S -4.316 1.398 -0.358
O -2.988 1.549 -0.960
O -4.558 2.248 0.811
N -5.528 1.218 -1.364
S -5.853 2.552 -2.159
O -4.862 2.975 -3.153
O -6.448 3.642 -1.384
C -7.234 1.887 -3.147
F -8.257 1.424 -2.365
F -6.856 0.828 -3.925
F -7.784 2.806 -3.991

---

This record from the OMol25 dataset describes an isolated molecule of C4H8N2OS2 in a non-equilibrium geometry. The level of theory is the ωB97M-V functional and the def2-TZVPD basis.

Computed properties:
Expectation value of S² = 2.0143
Multiplicity = 3
Charge = 0

Positions of all 17 atoms, in Å:
C -2.401 -2.676 1.398
C -0.333 -0.129 -1.069
C -1.365 -1.858 1.433
C -0.265 0.024 0.420
N 1.227 1.983 -1.753
N 2.133 0.726 1.075
O -0.994 -0.628 1.270
S -0.388 1.519 -2.020
S 0.477 1.464 1.145
H -3.296 -2.196 1.049
H -2.169 -3.737 1.766
H 0.487 -0.712 -1.349
H -1.219 -0.581 -1.556
H 1.792 1.974 -2.585
H 1.146 2.785 -1.168
H 2.591 1.293 1.782
H 2.575 0.748 0.164

---

This record from the OMol25 dataset describes an isolated molecule of C9H12N2OS in a non-equilibrium geometry. The level of theory is the ωB97M-V functional and the def2-TZVPD basis.

Computed properties:
Charge = 0

Positions of all 25 atoms, in Å:
C 2.568 1.883 0.109
C 3.554 1.108 -0.334
C -0.487 -0.633 -0.707
C 0.194 1.685 -0.123
C -0.857 0.538 0.142
C 1.730 -0.889 0.091
C -1.438 -1.197 -1.699
C -2.267 1.059 -0.064
C 1.840 -1.397 1.488
N 0.684 -1.134 -0.657
N 1.348 1.374 0.450
O -0.120 2.667 -0.759
S 3.275 -0.602 -0.747
H 2.739 2.945 0.252
H 4.547 1.437 -0.575
H -0.686 0.262 1.186
H -1.715 -0.428 -2.418
H -2.348 -1.535 -1.206
H -0.977 -2.031 -2.222
H -2.391 1.437 -1.075
H -2.445 1.889 0.618
H -3.009 0.287 0.131
H 2.609 -0.843 2.018
H 2.136 -2.448 1.455
H 0.892 -1.319 2.015

---

This record from the OMol25 dataset describes a structure of composition C20H24LuN2O3P2 in a non-equilibrium geometry. The level of theory is the ωB97M-V functional and the def2-TZVPD basis.

Computed properties:
Charge = +1

Positions of all 52 atoms, in Å:
C -1.458 3.397 -3.606
C -1.274 2.034 -3.390
C -0.028 1.456 -3.732
C 1.063 2.270 -4.234
C 0.810 3.652 -4.434
C -0.437 4.193 -4.131
C 2.294 1.646 -4.462
C 2.480 0.284 -4.203
C 1.345 -0.477 -3.722
C 1.467 -1.848 -3.391
C 2.704 -2.466 -3.557
C 3.807 -1.759 -4.040
C 3.711 -0.406 -4.359
H -2.419 3.841 -3.345
H 1.617 4.284 -4.824
H -0.614 5.256 -4.295
H 3.127 2.235 -4.850
H 2.798 -3.521 -3.298
H 4.762 -2.271 -4.165
H 4.584 0.148 -4.727
N 0.147 0.127 -3.522
Lu -0.167 0.007 0.150
C -2.333 1.154 -2.728
H -2.284 0.142 -3.161
H -3.323 1.577 -2.840
C 0.249 -2.559 -2.805
H -0.655 -2.187 -3.311
H 0.334 -3.635 -2.911
P -2.147 1.001 -0.952
P 0.002 -2.310 -1.035
C 1.309 -3.269 -0.269
H 1.204 -3.295 0.825
H 1.242 -4.292 -0.664
H 2.293 -2.851 -0.503
C -1.508 -3.214 -0.703
H -1.352 -4.247 -1.035
H -1.764 -3.214 0.365
H -2.352 -2.784 -1.255
C -2.322 2.661 -0.301
H -3.261 3.064 -0.697
H -2.355 2.656 0.798
H -1.485 3.297 -0.611
C -3.597 0.113 -0.403
H -3.618 -0.019 0.688
H -4.466 0.699 -0.713
H -3.647 -0.882 -0.863
C 1.754 -0.195 0.815
O 2.880 -0.225 1.292
H 0.882 0.734 -1.287
O -1.581 -1.930 3.330
N -0.785 -1.480 2.539
O -1.346 -0.817 1.497

---

This record from the OMol25 dataset describes a structure of composition C5H20AgN6O6 in a non-equilibrium geometry. The level of theory is the ωB97M-V functional and the def2-TZVPD basis.

Computed properties:
Expectation value of S² = 0.7740
Multiplicity = 2
Charge = 0

Positions of all 38 atoms, in Å:
Ag -9.177 16.965 23.149
O -7.038 16.564 22.650
H -6.604 15.985 23.306
O -8.619 18.832 24.489
H -9.485 18.749 24.933
C -9.689 15.979 26.037
C -10.923 15.283 25.431
O -11.084 15.715 24.066
H -9.528 15.762 27.093
H -9.972 17.031 26.018
H -8.788 15.998 25.424
H -11.790 15.325 26.089
H -10.755 14.207 25.476
H -11.543 15.035 23.568
C -8.665 13.524 22.804
O -9.153 13.914 21.750
N -9.247 12.625 23.547
N -7.538 14.026 23.315
H -10.029 12.097 23.188
H -8.605 12.326 24.268
H -6.964 13.686 24.073
H -7.216 14.861 22.846
C -11.660 16.009 20.841
O -10.662 16.619 21.009
N -11.593 14.761 20.790
N -12.924 16.509 20.714
H -10.663 14.385 20.908
H -12.367 14.115 20.844
H -12.969 17.470 20.408
H -13.622 15.811 20.502
C -11.826 19.656 22.773
O -12.795 19.650 22.063
N -10.597 19.444 22.349
N -11.914 19.816 24.086
H -10.425 19.514 21.356
H -9.867 19.537 23.041
H -11.103 19.911 24.681
H -12.829 20.111 24.392

---

This record from the OMol25 dataset describes a cluster of 6 separate species, C34H36BBrF5N2O3P in total in a non-equilibrium geometry. The level of theory is the ωB97M-V functional and the def2-TZVPD basis.

Computed properties:
Charge = 0
SMILES = CCOB(O)P(C)(N)(Br)N=C=O.Fc1ccccc1.Fc1ccccc1.Fc1ccccc1.Fc1ccccc1.Fc1ccccc1

Positions of all 83 atoms, in Å:
C 8.812 -3.007 -1.559
C 7.910 -1.622 -1.790
O 7.013 -1.696 -2.954
B 5.808 -2.525 -2.668
O 5.817 -3.894 -3.295
P 4.298 -1.910 -1.619
C 4.409 -0.086 -0.985
N 2.813 -2.915 -1.322
Br 5.129 -2.768 0.323
N 3.456 -1.270 -3.070
C 3.086 -2.288 -3.920
O 2.891 -3.471 -4.559
H 8.170 -3.905 -1.167
H 9.396 -3.225 -2.552
H 9.632 -2.701 -0.751
H 8.715 -0.780 -2.049
H 7.392 -1.262 -0.796
H 5.949 -3.670 -4.282
H 3.480 0.252 -0.358
H 5.436 -0.023 -0.386
H 4.574 0.591 -1.952
H 1.947 -2.306 -1.374
H 2.889 -3.128 -0.283
F 3.480 2.296 -0.048
C 2.471 3.125 -0.346
C 2.322 3.580 -1.651
C 1.269 4.439 -1.963
C 0.381 4.843 -0.963
C 0.542 4.385 0.346
C 1.589 3.517 0.655
H 3.026 3.262 -2.414
H 1.139 4.794 -2.983
H -0.438 5.516 -1.206
H -0.147 4.704 1.124
H 1.724 3.145 1.665
F 1.816 -4.598 1.724
C 0.747 -5.006 1.026
C 0.925 -5.833 -0.077
C -0.188 -6.262 -0.800
C -1.467 -5.850 -0.418
C -1.634 -5.016 0.689
C -0.522 -4.596 1.418
H 1.927 -6.136 -0.365
H -0.060 -6.915 -1.660
H -2.334 -6.182 -0.984
H -2.630 -4.694 0.982
H -0.635 -3.955 2.286
F -0.260 -9.042 -2.739
C -0.344 -8.745 -4.042
C 0.820 -8.613 -4.791
C 0.732 -8.308 -6.149
C -0.521 -8.128 -6.742
C -1.683 -8.257 -5.980
C -1.595 -8.573 -4.625
H 1.784 -8.748 -4.312
H 1.636 -8.211 -6.745
H -0.589 -7.886 -7.800
H -2.657 -8.113 -6.443
H -2.489 -8.686 -4.020
F -1.112 3.999 2.612
C -1.978 4.743 3.313
C -2.625 5.806 2.693
C -3.530 6.578 3.421
C -3.770 6.285 4.766
C -3.112 5.219 5.381
C -2.215 4.440 4.649
H -2.419 6.024 1.650
H -4.047 7.407 2.943
H -4.473 6.890 5.334
H -3.297 4.995 6.428
H -1.702 3.602 5.109
F -6.539 6.693 5.886
C -7.548 7.522 5.588
C -7.697 7.977 4.282
C -8.751 8.836 3.970
C -9.638 9.240 4.970
C -9.478 8.782 6.279
C -8.430 7.914 6.588
H -6.994 7.659 3.520
H -8.881 9.191 2.951
H -10.458 9.913 4.728
H -10.167 9.101 7.057
H -8.296 7.542 7.598

---

no.,electronic energy (eV)
1,-70844.937
2,-30968.759
3,-25388.461
4,-82440.413
5,-30732.356
6,-138557.369